1.
Below is a structure of composition C43H38BiBrN2O6P, with properties calculated with ωB97M-V/def2-TZVPD.

ΔE to the lowest compared entry with this formula, charge and spin	0.0	kcal/mol
orbital gap	7.9	eV
DFT total energy	-5352.17259	Ha
F_max	0.9	eV/A
total charge	+1

Last column: Mulliken charge in e.
Atoms and positions in Å:
Bi (-0.57274, 0.99507, -1.06755)  1.44
O (-0.08719, -3.21188, -2.44893)  -0.66
C (-0.27742, -3.94676, -1.32475)  0.38
C (-0.00800, -5.31057, -1.37839)  -0.64
C (-0.20056, -6.10404, -0.26016)  -0.41
C (-0.65769, -5.54721, 0.92797)  -0.97
C (-0.91229, -4.18682, 0.98400)  -0.05
C (-0.73204, -3.37443, -0.12992)  0.10
C (-1.00384, -1.89453, -0.03389)  0.28
O (-0.08426, -1.12559, -0.74677)  -0.19
N (-2.34535, -1.63010, -0.57780)  -0.24
N (-2.74003, -0.34261, -0.52355)  -0.02
C (-3.98251, -0.04887, -0.52091)  -0.55
C (-4.51629, 1.30132, -0.55672)  0.40
Br (-3.25527, 2.71426, -0.84129)  -0.18
C (-5.80425, 1.63854, -0.46693)  -0.80
C (-6.92063, 0.73344, -0.14485)  0.38
C (-8.13276, 0.88598, -0.82010)  -0.45
C (-9.20394, 0.05391, -0.54236)  -0.51
C (-9.09174, -0.92815, 0.43274)  -0.45
C (-7.90473, -1.06534, 1.13846)  -0.57
C (-6.82791, -0.23946, 0.85504)  -0.39
H (-0.04447, -2.27685, -2.17410)  0.19
H (0.35541, -5.71910, -2.31389)  0.48
H (0.01684, -7.16384, -0.31353)  0.42
H (-0.81720, -6.16677, 1.80144)  0.44
H (-1.25543, -3.73841, 1.91185)  0.42
H (-0.98996, -1.60282, 1.02508)  0.08
H (-3.04683, -2.34813, -0.44775)  0.42
H (-4.72532, -0.84362, -0.52635)  0.60
H (-6.07057, 2.67297, -0.65308)  0.43
H (-8.22503, 1.65120, -1.58250)  0.42
H (-10.13439, 0.17966, -1.08122)  0.38
H (-9.93186, -1.57347, 0.65526)  0.39
H (-7.81903, -1.80402, 1.92569)  0.39
H (-5.92198, -0.31184, 1.44518)  0.56
C (1.81969, 7.64672, 0.13503)  -0.82
O (1.70505, 6.99092, 1.39575)  -0.44
C (1.22199, 5.75245, 1.41732)  0.97
C (1.11592, 5.17172, 2.71448)  -1.00
C (0.61759, 3.92593, 2.84738)  -1.32
C (0.17974, 3.14833, 1.72382)  0.13
C (-0.40636, 1.89515, 1.95029)  1.29
C (-0.61614, 1.38190, 3.35248)  -1.98
O (-0.83106, 1.07120, 1.06252)  -0.13
C (0.32139, 3.73294, 0.41539)  0.79
O (-0.02772, 3.13886, -0.67468)  -0.96
C (0.84523, 5.03990, 0.30558)  -0.46
H (2.19779, 8.64003, 0.35009)  0.25
H (0.84771, 7.72232, -0.35470)  0.34
H (2.51998, 7.12095, -0.51595)  0.34
H (1.43725, 5.75475, 3.56787)  0.45
H (0.55151, 3.50069, 3.83910)  0.43
H (-1.22887, 2.06902, 3.93515)  0.57
H (0.34066, 1.25952, 3.86329)  0.44
H (-1.11497, 0.41746, 3.29948)  0.32
H (0.92564, 5.44190, -0.69519)  0.47
O (1.69579, 0.92831, -0.52470)  -0.41
P (2.66783, -0.24626, -0.67476)  0.96
C (2.52857, -1.40340, 0.69860)  0.57
C (1.65431, -1.07118, 1.73085)  -0.05
C (1.51783, -1.91064, 2.82355)  -0.22
C (2.24197, -3.09400, 2.88232)  -0.78
C (3.13146, -3.41686, 1.86697)  -0.88
C (3.28965, -2.56579, 0.78384)  -0.70
C (2.57126, -0.99413, -2.31735)  1.17
C (1.92796, -0.26836, -3.31989)  -0.75
C (1.79266, -0.79298, -4.59644)  -0.86
C (2.32394, -2.04069, -4.89003)  -0.60
C (3.02691, -2.73636, -3.91745)  -0.75
C (3.15291, -2.21795, -2.63833)  -0.39
C (4.34689, 0.40948, -0.53847)  0.48
C (4.75979, 0.88212, 0.70944)  -0.55
C (6.01113, 1.45562, 0.85512)  -0.78
C (6.86053, 1.55305, -0.24077)  -0.50
C (6.45812, 1.08179, -1.48100)  -0.79
C (5.20095, 0.51174, -1.63417)  -0.49
H (1.07900, -0.15662, 1.65154)  0.11
H (0.84110, -1.65328, 3.62974)  0.47
H (2.11992, -3.76439, 3.72341)  0.43
H (3.70609, -4.33216, 1.92144)  0.46
H (4.02276, -2.80407, 0.02578)  0.37
H (1.57889, 0.73693, -3.11486)  0.75
H (1.28400, -0.22327, -5.36414)  0.43
H (2.20190, -2.46397, -5.87879)  0.41
H (3.47766, -3.69160, -4.15444)  0.44
H (3.70572, -2.77844, -1.89937)  0.14
H (4.09415, 0.79740, 1.56153)  0.41
H (6.32772, 1.82461, 1.82226)  0.43
H (7.84282, 1.99366, -0.12389)  0.40
H (7.12111, 1.15866, -2.33312)  0.42
H (4.88591, 0.14926, -2.60437)  0.45

Cartesian forces, eV/Å:
0.8 -0.3 0.0
0.0 -0.1 0.0
0.0 0.0 0.0
0.0 0.0 -0.1
0.0 0.0 0.0
-0.1 -0.1 0.1
0.0 0.0 0.0
0.1 0.0 0.0
-0.1 0.0 -0.1
-0.4 0.2 0.1
0.0 -0.2 -0.3
0.0 0.1 0.0
-0.1 -0.1 0.0
0.2 0.2 -0.1
-0.2 -0.1 0.0
-0.1 -0.1 0.0
0.0 -0.1 0.1
0.1 0.0 -0.1
0.0 0.0 0.0
0.0 0.0 0.0
0.0 0.0 0.0
0.0 0.1 0.0
0.0 0.0 0.0
0.0 0.0 0.1
0.0 0.0 0.0
0.0 0.0 0.0
0.0 0.0 0.0
0.0 0.0 0.0
-0.1 0.0 0.1
-0.1 0.0 0.0
0.0 0.0 0.0
0.0 0.0 0.0
0.0 0.0 0.0
0.0 0.0 0.0
0.0 0.0 0.0
0.0 0.0 0.0
0.0 0.0 0.0
0.1 0.2 0.0
-0.1 -0.3 0.0
0.1 0.2 0.1
-0.1 -0.1 0.0
0.0 0.0 -0.1
-0.1 0.0 0.2
0.0 0.0 0.0
0.0 0.1 0.0
0.0 0.0 0.0
-0.1 0.0 0.2
0.0 0.1 -0.2
0.0 0.0 0.0
0.0 0.0 0.0
0.0 0.0 0.0
0.0 0.0 -0.1
0.0 0.0 0.0
0.0 0.0 0.0
0.0 0.0 0.0
0.0 0.0 0.0
0.0 0.0 0.1
-0.3 -0.2 -0.3
0.6 0.4 0.1
-0.2 0.0 -0.1
0.0 0.1 -0.1
0.0 -0.1 0.0
0.0 0.0 0.0
0.0 0.0 0.0
0.0 0.1 0.0
-0.1 0.0 0.1
0.0 0.0 0.1
0.0 0.0 0.0
0.0 0.0 0.0
0.0 0.0 0.0
-0.1 0.0 0.1
-0.1 -0.1 0.0
0.0 0.0 0.0
0.0 0.0 0.0
0.0 0.0 0.0
0.0 0.0 0.0
-0.1 0.0 0.1
0.1 -0.2 0.0
0.0 0.0 0.0
0.0 0.0 0.0
0.0 0.0 0.0
0.0 0.0 0.0
-0.1 0.0 0.0
0.0 0.0 0.0
0.0 0.0 0.0
0.0 0.0 0.0
-0.1 0.0 0.0
0.1 0.0 0.0
0.0 0.0 0.0
0.0 0.0 0.0
0.0 0.0 0.0
0.0 0.0 0.0

2.
Below is a cluster of 2 separate species, BrF2NS in total, with properties calculated with ωB97M-V/def2-TZVPD.

ΔE to the lowest compared entry with this formula, charge and spin	74.5	kcal/mol
orbital gap (alpha / beta)	7.9 / 7.9	eV
DFT total energy	-3226.48805	Ha
F_max	3.1	eV/A

Last column: Mulliken charge in e.
Atoms and positions in Å:
N (-1.05822, 0.54261, 2.00145)  -0.26
F (0.09084, -1.46122, -1.50488)  -0.21
F (1.64658, -1.24093, 0.32571)  -0.23
S (0.27064, -0.50741, -0.22078)  0.43
Br (-2.16778, 1.28070, 1.01211)  0.27

Cartesian forces, eV/Å:
2.0 -1.2 1.9
0.0 0.4 0.2
-1.3 0.8 -0.4
1.4 -1.4 0.0
-2.2 1.4 -1.7

3.
Below is a cluster of 2 separate species, C8H10Cl2 in total, with properties calculated with ωB97M-V/def2-TZVPD.

ΔE to the lowest compared entry with this formula, charge and spin	9.6	kcal/mol
orbital gap	10.3	eV
DFT total energy	-1231.20842	Ha
F_max	1.3	eV/A
SMILES	c1ccccc1.ClCCCl

Last column: Mulliken charge in e.
Atoms and positions in Å:
C (-2.98934, -1.65722, 1.35763)  -0.23
C (-2.03238, -1.30866, 0.40378)  -0.40
C (-2.13503, -0.09448, -0.27615)  -0.28
C (-3.19462, 0.77115, -0.00223)  -0.41
C (-4.15158, 0.42259, 0.95162)  -0.34
C (-4.04893, -0.79159, 1.63155)  -0.52
H (-2.90857, -2.61264, 1.89266)  0.34
H (-1.19861, -1.98980, 0.18824)  0.41
H (-1.38203, 0.17980, -1.02672)  0.36
H (-3.27539, 1.72657, -0.53726)  0.35
H (-4.98536, 1.10373, 1.16716)  0.33
H (-4.80194, -1.06587, 2.38212)  0.38
Cl (-2.68298, 0.07528, 4.23125)  -0.21
C (-1.64493, 0.60613, 2.88236)  0.10
C (-0.48241, -0.34831, 2.74002)  -0.45
Cl (0.55564, 0.18253, 1.39112)  -0.19
H (-2.26050, 0.63814, 1.96284)  -0.25
H (-1.30183, 1.63716, 3.09376)  0.43
H (0.13315, -0.38032, 3.65953)  0.38
H (-0.82551, -1.37935, 2.52862)  0.20

Cartesian forces, eV/Å:
-0.2 -0.2 -0.2
-0.2 -0.2 -0.3
0.0 0.0 -0.4
-0.1 0.1 -0.4
-0.4 0.0 -0.1
-0.4 -0.2 -0.1
0.0 0.5 -0.2
-0.4 0.4 0.1
-0.4 -0.1 0.4
0.0 -0.5 0.3
0.4 -0.3 -0.1
0.4 0.2 -0.4
0.1 0.1 0.3
0.1 0.7 -0.5
0.3 -0.6 0.8
0.3 0.1 0.2
0.7 0.0 1.1
-0.1 -0.6 0.0
-0.3 0.1 -0.5
0.3 0.8 0.1

4.
Below is a cluster of 7 separate species, C49H47N7O15 in total, with properties calculated with ωB97M-V/def2-TZVPD.

orbital gap	8.2	eV
DFT total energy	-3406.56129	Ha
F_max	4.2	eV/A
SMILES	[H]/N=C(/C)CC1=C(CC)C(=O)C=C(OCC)C1=O.O=[N+]([O-])c1ccccc1.O=[N+]([O-])c1ccccc1.O=[N+]([O-])c1ccccc1.O=[N+]([O-])c1ccccc1.O=[N+]([O-])c1ccccc1.O=[N+]([O-])c1ccccc1

Last column: Mulliken charge in e.
Atoms and positions in Å:
H (1.57476, -1.22712, 7.36877)  0.31
N (2.51577, -1.27141, 6.92397)  -0.76
C (2.32946, -1.56824, 5.64687)  0.23
C (3.63646, -1.72092, 4.75352)  -0.63
C (0.82286, -1.78121, 5.16074)  -1.07
C (0.58309, -1.57142, 3.60747)  1.10
C (0.08954, -2.62982, 2.78559)  0.41
C (-0.22831, -4.10578, 3.35158)  -0.82
C (1.22130, -4.84834, 3.40438)  -0.84
C (-0.20288, -2.44007, 1.21660)  0.00
O (-1.01616, -3.19931, 0.62030)  -0.60
C (0.58201, -1.28938, 0.47718)  -0.62
C (1.09005, -0.21495, 1.26633)  0.36
O (1.82095, 0.79059, 0.58673)  -0.34
C (3.04806, 0.27579, 0.00787)  -0.43
C (4.03929, -0.24946, 1.15604)  -0.63
C (0.81741, -0.18348, 2.85372)  0.33
O (0.75878, 0.93124, 3.43020)  -0.64
H (4.30515, -0.81934, 5.00337)  0.40
H (4.21213, -2.63527, 5.15503)  0.27
H (3.45033, -1.79163, 3.63589)  -0.03
H (0.45710, -2.77493, 5.57149)  0.45
H (0.19611, -0.97315, 5.69451)  0.52
H (-0.72864, -4.05517, 4.37052)  0.28
H (-0.88098, -4.70759, 2.63276)  0.34
H (1.82962, -4.32765, 4.23320)  0.13
H (1.75406, -4.56130, 2.42673)  0.26
H (1.13814, -5.96919, 3.56079)  0.37
H (0.72943, -1.32538, -0.65485)  0.40
H (3.52719, 1.13584, -0.58690)  0.34
H (2.87538, -0.55935, -0.76597)  0.23
H (4.10851, -1.38789, 1.20116)  0.12
H (3.65073, 0.16583, 2.15735)  0.18
H (5.09122, 0.17486, 1.01944)  0.39
O (1.51473, 1.06638, -4.61112)  -0.62
N (1.67282, 1.82374, -3.66538)  1.07
O (2.70215, 1.90656, -3.01158)  -0.61
C (0.55160, 2.68647, -3.28668)  -0.21
C (-0.65211, 2.59550, -3.98341)  -0.37
C (-1.72227, 3.39940, -3.60450)  -0.31
C (-1.58346, 4.28758, -2.54139)  -0.84
C (-0.37531, 4.38057, -1.85687)  -0.32
C (0.69855, 3.57849, -2.22716)  -0.24
H (-0.77189, 1.90705, -4.81275)  0.54
H (-2.66852, 3.33056, -4.13635)  0.59
H (-2.42200, 4.90978, -2.24390)  0.46
H (-0.27293, 5.07660, -1.03120)  0.42
H (1.63332, 3.65791, -1.68364)  0.44
O (-3.63665, -3.78288, 5.38806)  -0.63
N (-3.12517, -2.75462, 4.97424)  0.98
O (-1.93072, -2.50072, 5.04264)  -0.52
C (-3.99842, -1.75551, 4.35750)  -0.04
C (-5.37037, -1.98812, 4.29180)  -0.44
C (-6.19800, -1.02500, 3.72612)  -0.48
C (-5.65471, 0.15568, 3.22815)  -0.40
C (-4.28205, 0.37702, 3.28771)  -0.68
C (-3.44702, -0.57926, 3.85418)  0.05
H (-5.80546, -2.90360, 4.67615)  0.46
H (-7.26837, -1.19281, 3.67566)  0.38
H (-6.30479, 0.90783, 2.79213)  0.39
H (-3.86373, 1.29761, 2.89544)  0.43
H (-2.37911, -0.39375, 3.89757)  0.46
O (-2.05087, 8.24927, 1.46009)  -0.60
N (-1.09902, 7.81634, 0.83029)  1.01
O (-1.13639, 7.50326, -0.35071)  -0.61
C (0.17262, 7.65608, 1.53874)  0.06
C (0.24739, 7.96595, 2.89477)  -0.40
C (1.45054, 7.78934, 3.56877)  -0.41
C (2.56678, 7.31166, 2.88896)  -0.43
C (2.48798, 7.01386, 1.53197)  -0.59
C (1.28821, 7.18472, 0.85047)  -0.11
H (-0.61505, 8.33860, 3.43550)  0.43
H (1.51802, 8.02123, 4.62616)  0.38
H (3.50296, 7.16972, 3.41980)  0.38
H (3.36192, 6.64462, 1.00642)  0.38
H (1.23876, 6.94620, -0.20613)  0.51
O (-4.24224, 2.77591, -4.96404)  -0.68
N (-4.39493, 1.82345, -5.71557)  1.15
O (-4.84222, 0.74077, -5.36812)  -0.70
C (-4.00973, 1.98852, -7.11769)  0.05
C (-3.45971, 3.19671, -7.54124)  -0.16
C (-3.07301, 3.34080, -8.86865)  -0.57
C (-3.24030, 2.28670, -9.76169)  -0.39
C (-3.79983, 1.08620, -9.33435)  -0.53
C (-4.18691, 0.93193, -8.00816)  -0.29
H (-3.32412, 4.02528, -6.85523)  0.46
H (-2.63774, 4.27462, -9.20757)  0.37
H (-2.93201, 2.40101, -10.79621)  0.38
H (-3.93048, 0.26915, -10.03542)  0.38
H (-4.61865, -0.00931, -7.68682)  0.46
O (7.17690, -1.10097, 0.70566)  -0.60
N (6.72975, -1.85672, 1.55563)  1.01
O (6.00963, -1.50878, 2.47869)  -0.51
C (7.08402, -3.27425, 1.46374)  -0.07
C (7.93284, -3.70596, 0.44700)  -0.34
C (8.28536, -5.04910, 0.37810)  -0.49
C (7.78831, -5.94919, 1.31581)  -0.35
C (6.93256, -5.51297, 2.32278)  -0.61
C (6.57689, -4.17112, 2.40110)  -0.07
H (8.32660, -3.01460, -0.28930)  0.45
H (8.95082, -5.39483, -0.40553)  0.37
H (8.07016, -6.99616, 1.26216)  0.37
H (6.54579, -6.21937, 3.04924)  0.38
H (5.91187, -3.84287, 3.19224)  0.48
O (-4.97107, -6.13696, -3.04376)  -0.61
N (-5.10009, -5.25906, -3.88353)  1.01
O (-5.72728, -5.38601, -4.92456)  -0.61
C (-4.45565, -3.96893, -3.62749)  0.09
C (-3.69964, -3.79550, -2.46870)  -0.71
C (-3.07064, -2.57605, -2.24294)  -0.25
C (-3.20198, -1.54393, -3.16460)  -0.73
C (-3.96501, -1.71831, -4.31373)  0.05
C (-4.59644, -2.93427, -4.55156)  -0.63
H (-3.58958, -4.59301, -1.74274)  0.50
H (-2.47329, -2.43029, -1.34866)  0.51
H (-2.70408, -0.59520, -2.98664)  0.53
H (-4.06045, -0.90207, -5.02395)  0.44
H (-5.18627, -3.05999, -5.45257)  0.43

Cartesian forces, eV/Å:
0.8 0.1 -0.2
-1.0 -0.8 -3.1
0.3 0.5 2.2
-0.1 0.2 1.0
0.2 1.4 -0.5
-0.8 -2.1 -2.4
0.1 0.8 1.0
1.1 0.1 -0.6
-0.2 1.5 0.0
-0.8 -0.6 -0.8
2.8 2.5 1.9
0.2 1.1 2.4
-0.7 -2.7 -2.2
-0.8 -1.4 1.3
1.7 -0.4 -0.5
-0.3 0.7 -0.1
0.0 2.1 1.0
0.3 -3.8 -1.6
-1.1 -1.3 -0.6
-1.0 1.3 -0.8
0.2 0.0 1.5
0.5 1.2 -1.0
1.0 -1.2 -0.8
0.8 -0.2 -1.5
0.8 1.2 0.9
-0.8 -1.1 -1.1
-0.7 -0.9 1.3
0.2 1.5 -0.2
-0.4 0.0 1.8
-1.0 -1.2 1.1
-0.1 1.2 1.2
-0.3 1.6 -0.1
0.7 -0.8 -1.4
-1.6 -0.7 0.1
0.1 0.3 0.4
0.3 -0.3 -0.2
-0.4 0.0 -0.3
-0.6 0.4 0.2
0.0 0.0 0.0
0.2 0.1 0.1
0.1 0.0 0.0
-0.1 -0.1 -0.2
0.1 0.0 0.1
0.2 0.0 0.1
0.6 0.1 0.3
0.1 0.0 0.0
0.0 -0.1 -0.1
-0.1 -0.2 -0.2
0.3 0.4 -0.2
0.0 -0.4 0.2
-0.8 0.1 0.3
-0.5 0.6 -0.4
-0.1 -0.1 0.0
0.2 0.1 0.0
0.0 0.0 0.0
-0.1 -0.2 0.1
0.1 0.0 0.0
0.2 0.1 0.0
0.1 0.0 0.0
0.1 -0.1 0.0
0.0 -0.1 0.1
-0.1 -0.2 0.1
0.4 -0.2 -0.3
-0.5 0.1 -0.2
0.0 0.1 0.4
0.7 -0.1 0.4
-0.1 0.0 0.1
0.0 -0.1 -0.3
0.0 0.0 0.0
-0.2 0.1 0.2
0.0 -0.1 -0.1
0.0 -0.1 -0.2
-0.1 0.0 -0.1
-0.1 0.0 -0.1
-0.1 0.0 0.0
-0.2 0.1 0.1
-0.6 -0.5 -0.5
-0.2 0.0 0.3
-0.1 1.1 -0.3
0.2 0.1 -0.8
0.0 0.1 0.1
-0.1 -0.2 0.0
0.0 0.0 0.0
0.1 0.2 0.1
0.0 -0.1 0.0
-0.1 -0.2 0.0
-0.1 -0.1 0.1
0.0 0.0 0.1
0.0 0.1 0.1
0.0 0.2 0.1
-0.2 -0.3 0.4
0.0 0.4 0.1
0.7 -0.3 -0.1
0.2 -0.8 -0.1
0.1 0.0 -0.1
-0.2 0.0 0.2
0.0 0.0 0.0
0.1 0.1 -0.2
-0.1 0.0 0.1
-0.2 0.1 0.2
-0.1 0.1 0.1
0.0 0.1 0.0
0.0 0.1 -0.1
0.1 0.2 -0.2
-0.1 0.4 -0.4
-0.2 -0.5 0.0
0.2 0.1 0.4
0.4 0.7 0.2
0.0 -0.1 0.0
-0.1 0.0 -0.1
0.0 -0.1 0.0
0.2 -0.3 0.0
0.0 0.0 0.0
-0.1 0.0 -0.2
-0.1 -0.1 -0.1
-0.1 -0.1 0.0
0.1 -0.6 0.3
0.0 -0.2 0.2

> What is the F_max in the fourth record?

4.2 eV/A